The following is a quantum chemistry calculation of a cluster of 3 separate species, C28H59N2O8P2 in total at a distorted geometry, from the Open Molecules 2025 dataset.

## Properties
E_HOMO = -11.12 eV

```
! wB97M-V def2-TZVPD RIJCOSX def2/J DEFGRID3
* xyz 1 1
C -1.305 -3.948 -1.592
C -1.974 -2.650 -1.091
C -2.070 -1.626 -2.250
C -3.307 -1.939 -3.135
C -4.344 -0.798 -3.271
C -4.632 -0.010 -1.994
C -5.397 -0.822 -0.922
C -6.893 -0.827 -1.290
C -7.721 -1.700 -0.336
C -9.236 -1.478 -0.504
C -9.960 -2.726 0.073
C -10.025 -3.857 -0.978
C -11.078 -3.613 -2.011
C -10.782 -3.024 -3.255
C -11.808 -2.855 -4.155
C -13.104 -3.261 -3.752
N -13.381 -3.774 -2.585
N -12.343 -3.935 -1.786
H -0.800 -4.451 -0.765
H -2.060 -4.620 -2.010
H -0.565 -3.787 -2.379
H -2.989 -2.933 -0.793
H -1.480 -2.253 -0.203
H -2.017 -0.591 -1.915
H -1.181 -1.794 -2.863
H -2.925 -2.124 -4.145
H -3.752 -2.888 -2.826
H -5.291 -1.275 -3.559
H -4.076 -0.159 -4.115
H -5.302 0.813 -2.275
H -3.756 0.460 -1.546
H -5.345 -0.258 0.014
H -5.009 -1.837 -0.817
H -7.276 0.199 -1.214
H -7.034 -1.124 -2.336
H -7.408 -1.457 0.682
H -7.475 -2.746 -0.557
H -9.543 -0.631 0.113
H -9.487 -1.328 -1.557
H -9.360 -3.053 0.924
H -10.964 -2.494 0.440
H -10.198 -4.818 -0.483
H -9.067 -3.936 -1.495
H -9.775 -2.728 -3.516
H -11.650 -2.408 -5.127
H -13.925 -3.131 -4.447
H -12.549 -4.343 -0.878
O 3.703 -2.998 1.532
P 3.592 -1.595 1.998
O 2.225 -1.527 2.873
C 2.181 -2.185 4.141
C 2.974 -1.445 5.203
O 3.089 -0.828 0.642
C 3.201 -1.445 -0.638
C 1.904 -2.125 -1.025
O 4.208 -0.199 2.581
C 5.641 -0.004 2.497
C 6.125 0.091 1.063
H 2.540 -3.213 4.035
H 1.131 -2.230 4.430
H 4.045 -1.476 4.989
H 2.813 -1.893 6.184
H 2.682 -0.396 5.240
H 4.037 -2.143 -0.663
H 3.429 -0.652 -1.354
H 1.544 -2.781 -0.233
H 2.030 -2.712 -1.937
H 1.123 -1.381 -1.199
H 6.148 -0.819 3.021
H 5.868 0.920 3.026
H 6.004 -0.862 0.539
H 7.181 0.360 1.032
H 5.553 0.838 0.512
O 7.835 4.802 -0.081
P 8.713 5.062 1.086
O 9.269 3.609 1.553
C 10.208 2.925 0.718
C 11.592 3.546 0.778
O 7.622 5.333 2.275
C 6.257 5.617 1.974
C 5.419 4.358 2.039
O 9.840 5.918 1.904
C 10.115 7.270 1.465
C 8.924 8.190 1.651
H 9.838 2.903 -0.312
H 10.250 1.897 1.077
H 11.598 4.542 0.327
H 12.313 2.929 0.241
H 11.919 3.658 1.811
H 6.164 6.105 1.003
H 5.907 6.333 2.721
H 5.858 3.550 1.453
H 4.407 4.544 1.677
H 5.356 4.002 3.069
H 10.429 7.253 0.418
H 10.958 7.623 2.056
H 8.100 7.914 0.988
H 9.202 9.220 1.429
H 8.550 8.134 2.673
*
```

The following is a quantum chemistry calculation of an isolated molecule of C2H2N2O2 at a distorted geometry, from the Open Molecules 2025 dataset.

## Properties
E_HOMO = -10.45 eV
Relative energy (zero: lowest compared OMol25 entry of this formula, charge and spin) = 270.3 kJ/mol
SMILES string = O=c1nco[nH]1

```
! wB97M-V def2-TZVPD RIJCOSX def2/J DEFGRID3
* xyz 0 1
C 0.836 -0.166 -0.059
C -1.361 -0.562 0.055
H -2.291 -1.182 0.266
H 0.518 1.870 0.436
N -0.203 -1.188 -0.056
N 0.121 0.948 -0.114
O 2.031 -0.101 0.067
O -1.344 0.771 -0.005
*
```

The following is a quantum chemistry calculation of a cluster of 2 separate species, C4H4S in total at a distorted geometry, from the Open Molecules 2025 dataset.

## Properties
E_HOMO (spin up / spin down) = -8.52 / -8.82 eV
Relative energy (zero: lowest compared OMol25 entry of this formula, charge and spin) = 185.2 kJ/mol
Expectation value of S² = 2.01

```
! wB97M-V def2-TZVPD RIJCOSX def2/J DEFGRID3
* xyz 0 3
C -0.228 -1.345 -0.370
C 0.154 -0.314 0.572
C -0.946 -0.380 -0.860
C -0.291 0.805 -0.333
S -3.645 0.128 0.121
H -0.231 -2.398 -0.388
H -0.315 -0.327 1.628
H -0.814 1.765 -0.100
H 0.404 0.981 -1.160
*
```

The following is a quantum chemistry calculation of a cluster of 13 separate species, C5H35NO14 in total at a distorted geometry, from the Open Molecules 2025 dataset.

## Properties
E_HOMO = -10.14 eV
Relative energy (zero: lowest compared OMol25 entry of this formula, charge and spin) = 341.0 kJ/mol

```
! wB97M-V def2-TZVPD RIJCOSX def2/J DEFGRID3
* xyz 0 1
O 2.752 -0.971 -1.801
C 1.635 -1.282 -2.141
C 0.558 -0.238 -2.243
C 0.172 -0.006 -3.713
C -1.334 0.393 -3.726
N 0.851 1.061 -1.607
C 2.199 1.663 -1.638
O 1.962 3.003 -1.159
H 1.418 -2.346 -2.254
H -0.291 -0.725 -1.738
H 0.667 0.803 -4.234
H 0.253 -0.925 -4.300
H -1.501 1.059 -2.885
H -1.913 -0.528 -3.598
H -1.598 0.762 -4.715
H 0.360 1.768 -2.144
H 2.930 1.214 -0.982
H 2.627 1.814 -2.631
H 1.974 2.925 -0.192
H 1.661 0.532 1.360
H 2.275 -0.510 0.350
O 2.174 -0.303 1.283
H -1.184 -0.762 3.511
H -0.327 -0.439 4.714
O -1.073 -0.112 4.217
H -2.310 2.231 1.925
H -1.913 1.335 3.107
O -1.652 1.582 2.205
H -2.507 3.578 -0.635
H -3.384 2.274 -0.896
O -2.899 2.806 -0.228
H -0.318 -0.344 0.239
H -1.496 0.198 1.175
O -1.019 -0.586 0.835
H 0.177 1.972 1.781
H 0.048 2.050 0.325
O 0.753 2.029 0.986
H 0.599 -2.538 3.347
H 1.666 -1.548 2.906
O 1.334 -2.012 3.678
H 3.710 -2.718 0.760
H 3.820 -1.700 -0.362
O 3.744 -2.647 -0.202
H -4.302 -2.374 -0.668
H -3.282 -3.075 0.163
O -4.145 -3.217 -0.236
H -3.193 0.397 -1.201
H -3.361 0.921 -2.568
O -3.850 0.844 -1.750
H -1.797 -3.509 3.526
H -1.785 -2.737 2.074
O -1.491 -2.828 2.972
H 4.005 1.325 3.281
H 3.400 0.027 2.687
O 4.203 0.418 3.041
*
```

The following is a quantum chemistry calculation of a cluster of 2 separate species, C3H10S3 in total at a distorted geometry, from the Open Molecules 2025 dataset.

## Properties
E_HOMO = -8.96 eV
Relative energy (zero: lowest compared OMol25 entry of this formula, charge and spin) = 27.6 kJ/mol
SMILES string = CCS.CSS

```
! wB97M-V def2-TZVPD RIJCOSX def2/J DEFGRID3
* xyz 0 1
C 4.208 -0.184 2.157
S 2.563 0.538 2.181
S 1.684 -0.337 0.549
H 4.187 -1.252 2.361
H 4.799 0.283 2.937
H 4.671 -0.051 1.184
H 1.960 0.659 -0.308
C -2.998 -0.504 -1.957
C -2.085 0.212 -0.957
S -2.901 0.491 0.630
H -3.652 0.219 -2.429
H -3.560 -1.349 -1.577
H -2.425 -0.762 -2.851
H -1.324 -0.536 -0.727
H -1.518 1.018 -1.423
H -3.609 1.555 0.231
*
```

The following is a quantum chemistry calculation of the ion C4H9N2O2 with charge +1, from the Open Molecules 2025 dataset.

## Properties
E_HOMO = -14.64 eV
Relative energy (zero: lowest compared OMol25 entry of this formula, charge and spin) = 8.5 kJ/mol
SMILES string = NC(=O)[C@H]([NH3+])CC=O

```
! wB97M-V def2-TZVPD RIJCOSX def2/J DEFGRID3
* xyz 1 1
N 0.075 -1.468 0.335
C 0.216 0.041 0.329
C -1.042 0.652 -0.252
C -2.278 0.340 0.548
O -2.319 -0.634 1.256
C 1.430 0.334 -0.562
N 2.287 1.273 -0.134
O 1.575 -0.323 -1.570
H -0.519 -1.715 1.135
H -0.390 -1.748 -0.528
H 0.984 -1.920 0.428
H 0.401 0.400 1.332
H -0.917 1.720 -0.395
H -1.212 0.349 -1.299
H -3.121 1.043 0.436
H 2.999 1.516 -0.811
H 2.155 1.912 0.636
*
```

The following is a quantum chemistry calculation of a structure of composition C12H18O13Rb4S at a distorted geometry, from the Open Molecules 2025 dataset.

## Properties
E_HOMO = -14.05 eV
Relative energy (zero: lowest compared OMol25 entry of this formula, charge and spin) = 0.0 kJ/mol

```
! wB97M-V def2-TZVPD RIJCOSX def2/J DEFGRID3
* xyz 2 1
Rb 10.614 -21.647 24.692
Rb 8.914 -21.548 18.135
Rb 9.850 -25.342 18.490
Rb 7.067 -24.006 21.806
S 10.359 -23.110 21.082
O 9.228 -22.157 21.208
O 11.346 -22.750 22.107
O 9.834 -24.492 21.341
O 10.904 -22.981 19.706
C 16.759 -22.763 23.558
C 16.233 -21.892 22.433
C 14.740 -21.640 22.354
O 14.593 -20.280 22.001
C 15.776 -19.636 22.258
O 15.940 -18.473 22.111
O 16.730 -20.525 22.580
H 16.284 -22.587 24.521
H 17.824 -22.545 23.603
H 16.542 -23.802 23.304
H 16.715 -22.178 21.494
H 14.229 -21.766 23.310
H 14.259 -22.324 21.662
C 14.632 -26.733 19.903
C 13.435 -25.782 19.900
C 13.900 -24.321 20.025
O 13.964 -23.857 18.666
C 13.282 -24.684 17.870
O 13.034 -24.483 16.721
O 12.896 -25.779 18.559
H 15.507 -26.322 19.392
H 14.408 -27.652 19.365
H 14.907 -26.847 20.955
H 12.752 -26.058 20.700
H 14.895 -24.275 20.456
H 13.151 -23.688 20.495
C 11.442 -26.335 23.550
C 12.330 -26.112 24.752
C 12.684 -27.480 25.393
O 14.099 -27.382 25.579
C 14.595 -26.355 24.854
O 15.739 -26.160 24.641
O 13.579 -25.554 24.405
H 11.795 -27.143 22.909
H 11.368 -25.438 22.936
H 10.460 -26.596 23.952
H 11.794 -25.517 25.498
H 12.554 -28.261 24.641
H 12.094 -27.717 26.271
*
```

The following is a quantum chemistry calculation of a cluster of 8 separate species, C18H48BBrO12 in total at a distorted geometry, from the Open Molecules 2025 dataset.

## Properties
E_HOMO = -9.60 eV
SMILES string = O=C1OC[C@@](Br)(CB(O)O)O1.CCO.CCO.CCO.CCO.CCO.CCO.CCO

```
! wB97M-V def2-TZVPD RIJCOSX def2/J DEFGRID3
* xyz 0 1
O -3.935 -5.491 -1.705
C -4.399 -5.083 -2.774
O -5.082 -3.897 -3.114
C -5.299 -3.794 -4.577
C -4.288 -4.943 -5.011
Br -5.292 -5.792 -6.550
C -2.895 -4.588 -5.707
B -2.029 -3.419 -4.994
O -0.616 -3.342 -5.348
O -2.514 -2.416 -4.085
O -4.219 -5.928 -3.950
H -6.422 -4.006 -4.709
H -5.048 -2.708 -4.866
H -2.997 -4.354 -6.832
H -2.255 -5.550 -5.666
H -0.462 -2.442 -5.758
H -2.521 -2.772 -3.170
C -1.955 0.735 -0.263
C -2.105 0.122 -1.642
O -3.272 -0.694 -1.689
H -1.886 -0.046 0.498
H -1.061 1.360 -0.210
H -2.828 1.347 -0.015
H -1.243 -0.504 -1.877
H -2.187 0.899 -2.409
H -4.030 -0.131 -1.488
C 2.683 1.205 0.661
C 2.525 0.517 -0.680
O 1.415 1.060 -1.383
H 1.779 1.087 1.262
H 3.531 0.792 1.214
H 2.840 2.279 0.528
H 2.347 -0.552 -0.543
H 3.424 0.642 -1.293
H 1.584 2.004 -1.509
C -0.386 2.210 4.368
C 1.040 1.766 4.625
O 1.920 2.362 3.676
H -0.698 1.932 3.357
H -1.071 1.757 5.084
H -0.472 3.299 4.440
H 1.125 0.681 4.530
H 1.363 2.052 5.631
H 1.846 3.320 3.772
C 3.929 -0.663 6.829
C 3.026 -0.628 8.046
O 1.871 0.158 7.779
H 4.234 0.348 6.547
H 4.824 -1.260 7.023
H 3.403 -1.089 5.969
H 3.548 -0.182 8.896
H 2.708 -1.637 8.326
H 1.410 -0.246 7.032
C 4.390 5.385 -2.058
C 3.660 4.308 -2.836
O 2.597 3.772 -2.055
H 4.792 4.978 -1.126
H 5.212 5.801 -2.644
H 3.708 6.195 -1.784
H 4.339 3.492 -3.088
H 3.245 4.711 -3.765
H 1.995 4.498 -1.843
C -4.110 2.672 8.253
C -2.730 2.584 7.632
O -2.834 2.421 6.222
H -4.688 1.771 8.033
H -4.044 2.791 9.337
H -4.668 3.518 7.840
H -2.185 1.727 8.031
H -2.150 3.489 7.840
H -3.309 3.187 5.874
C 3.142 -2.653 -7.680
C 2.239 -2.612 -6.463
O 1.086 -1.823 -6.733
H 3.450 -1.644 -7.963
H 4.035 -3.252 -7.484
H 2.615 -3.079 -8.539
H 2.762 -2.167 -5.614
H 1.918 -3.619 -6.181
H 0.624 -2.227 -7.480
*
```

- Number 8 is which compound?
  C18H48BBrO12